Formula: C6H36O11
Source: OMol25
Level of theory: ωB97M-V/def2-TZVPD

Results
HOMO level in eV: -10.537
Structure (SMILES): CCCC(C)C.O.O.O.O.O.O.O.O.O.O.O
E in a.u.: -1077.7296
Strongest force on any atom in eV Å⁻¹: 8.8
Kohn-Sham gap in eV: 10.711
Energy relative to the best compared isomer or geometry (same formula, charge and spin) in kcal per mole: 35.5

Each line ends with the Mulliken charge.
Geometry (Å):
C  1.653  -1.160  0.532  -0.94
C  0.208  -1.170  0.005  0.14
C  -0.369  0.222  0.330  0.87
C  -1.544  0.672  -0.623  0.71
C  -2.362  1.724  0.197  -1.09
C  -0.966  1.238  -1.974  -0.50
H  1.626  -0.862  1.546  0.50
H  1.986  -2.151  0.566  0.68
H  2.354  -0.433  0.007  -0.36
H  -0.330  -1.977  0.480  0.31
H  0.212  -1.512  -1.091  0.00
H  0.490  0.921  0.268  -0.57
H  -0.662  0.243  1.379  -0.43
H  -2.284  -0.122  -0.820  0.30
H  -2.536  2.605  -0.549  0.37
H  -1.691  2.033  1.049  0.22
H  -3.261  1.339  0.713  0.24
H  -1.525  0.857  -2.879  0.23
H  -1.041  2.360  -1.915  0.27
H  -0.057  0.888  -2.149  -0.45
H  -2.643  -2.016  0.932  0.42
H  -3.672  -2.853  0.591  0.28
O  -2.811  -2.854  0.384  -0.68
H  1.386  1.719  3.430  0.25
H  1.324  2.107  1.988  0.32
O  0.855  1.579  2.607  -0.50
H  4.080  1.705  -0.952  0.40
H  4.074  0.282  -0.353  0.29
O  4.326  1.209  -0.095  -0.74
H  -3.080  -1.492  2.873  0.37
H  -2.817  -0.096  2.347  0.20
O  -3.272  -0.932  2.088  -0.73
H  -0.907  -3.396  -1.276  0.25
H  -2.240  -3.234  -1.378  0.40
O  -1.415  -3.423  -1.960  -0.60
H  -2.135  2.204  3.457  0.33
H  -0.967  1.303  2.890  0.51
O  -1.989  1.257  3.296  -0.66
H  3.133  2.039  -2.671  0.27
H  2.070  1.084  -2.116  0.41
O  2.613  1.818  -1.905  -0.63
H  0.900  -0.567  -3.581  0.26
H  2.358  -0.760  -3.596  0.28
O  1.730  -0.087  -3.581  -0.63
H  0.728  -3.241  -3.199  0.28
H  -0.793  -2.880  -3.523  0.35
O  0.177  -2.497  -3.605  -0.68
H  2.053  2.809  0.242  0.26
H  3.273  2.376  0.999  0.51
O  2.466  2.982  1.133  -0.80
H  0.944  -0.473  3.666  0.39
H  0.310  -0.577  2.443  -0.28
O  0.042  -0.808  3.353  -0.60

Forces on atoms 1 to 3 (eV/Å):
C -0.326 0.978 -1.189
C 1.109 0.249 -1.363
C -0.591 -0.798 -1.887